# 1
13
Properties=species:S:1:pos:R:3 method="wB97M-V/def2-TZVPD" smiles="N#CC1=NNCCO1" total_energy_ev=-10741.6393 max_force_ev_per_a=13.58 total_charge=0 multiplicity=1 lumo_energy_ev=0.14 molar_mass_g_mol=111.10
C -2.64 -0.23 -0.11
C -1.31 -0.36 -0.10
C 1.39 -0.13 0.32
C 0.62 1.24 -0.11
H 1.08 -2.32 -0.51
H 1.32 -0.23 1.39
H 2.39 0.15 -0.09
H 0.91 2.01 0.62
H 1.09 1.65 -1.07
N -3.81 0.04 0.16
N -0.67 -1.53 -0.02
N 0.58 -1.26 -0.26
O -0.93 0.98 -0.23

=====

# 2
13
Properties=species:S:1:pos:R:3 method="wB97M-V/def2-TZVPD" smiles="N#C[C@@H](N)C(O)=C=N" total_energy_ev=-10743.7056 max_force_ev_per_a=2.34 total_charge=0 multiplicity=1 lumo_energy_ev=0.34 molar_mass_g_mol=111.10
C -0.84 0.01 0.02
C -0.65 -0.74 -1.04
N 1.07 1.54 0.32
C 0.41 0.35 0.79
O -2.03 0.23 0.69
N -0.77 -1.12 -2.21
C 1.28 -0.86 0.48
N 2.11 -1.65 0.51
H -2.75 -0.14 0.18
H -0.38 -2.01 -2.50
H 1.93 1.73 0.81
H 0.44 2.30 0.09
H 0.17 0.36 1.87

=====

# 3
13
Properties=species:S:1:pos:R:3 method="wB97M-V/def2-TZVPD" total_energy_ev=-10742.8751 max_force_ev_per_a=4.95 total_charge=0 multiplicity=1 lumo_energy_ev=0.22 molar_mass_g_mol=111.10
C -1.62 0.06 -0.11
C 1.75 -1.10 0.14
C 2.36 0.15 0.20
C 2.53 1.35 -0.13
H -3.18 1.01 -0.16
H -1.90 1.99 0.91
H 0.46 0.86 -0.16
H 2.32 -1.96 0.31
H 3.06 2.30 -0.23
N -2.24 1.30 0.09
N -0.12 0.04 -0.21
N 0.45 -1.18 -0.10
O -2.19 -1.01 0.03

=====

# 4
13
Properties=species:S:1:pos:R:3 method="wB97M-V/def2-TZVPD" total_energy_ev=-10740.8941 max_force_ev_per_a=7.32 total_charge=0 multiplicity=1 lumo_energy_ev=-0.27 molar_mass_g_mol=111.10
C -2.81 -0.71 0.09
C -0.46 0.28 0.04
C 2.32 -1.56 -0.15
C 0.47 1.42 0.07
H -2.73 -1.82 -0.57
H -2.66 -0.93 1.24
H -3.84 0.07 0.05
H 1.96 -2.59 -0.26
H 3.32 -1.11 -0.04
N 0.19 -0.85 0.13
N 1.55 -0.46 0.13
N 1.35 2.20 0.00
O -1.86 0.44 -0.31

=====

# 5
13
Properties=species:S:1:pos:R:3 method="wB97M-V/def2-TZVPD" total_energy_ev=-10739.7887 max_force_ev_per_a=6.82 total_charge=0 multiplicity=1 lumo_energy_ev=-0.09 molar_mass_g_mol=111.10
C -0.41 0.55 0.02
C -1.79 0.30 0.10
C -1.82 -1.07 0.06
C 2.58 -0.18 -0.10
H -0.75 2.50 0.50
H -2.38 1.17 -0.39
H -2.76 -1.69 -0.32
H 3.39 -1.05 0.34
H 2.70 1.12 -0.16
N -0.61 -1.71 -0.14
N 0.19 -0.71 0.13
N 1.56 -1.06 0.05
O 0.10 1.85 -0.10

=====

# 6
13
Properties=species:S:1:pos:R:3 method="wB97M-V/def2-TZVPD" smiles="C1=NN[C@H]2C=NO[C@H]12" total_energy_ev=-10739.8423 max_force_ev_per_a=5.41 total_charge=0 multiplicity=1 lumo_energy_ev=0.55 molar_mass_g_mol=111.10
C -0.58 1.25 0.98
C -0.80 -0.07 0.25
C 0.70 -1.36 -1.00
C 0.61 -0.16 -0.07
H 1.17 -0.49 1.66
H -1.41 1.84 1.10
H -1.22 -0.67 1.10
H 1.65 -1.94 -1.30
H 0.51 0.84 -0.59
N 1.38 0.45 1.01
N 0.48 1.59 1.52
N -0.37 -1.33 -1.69
O -1.33 -0.31 -1.11

=====

Energy relative to the best compared isomer or geometry (same formula, charge and spin) values, unit kJ/mol, following the record order: 576.54, 377.17, 457.31, 648.44, 755.09, 749.92.